<w>
Entry from the Open Molecules 2025 dataset: an isolated molecule of C6H9FN2 (ωB97M-V with the def2-TZVPD basis set).

The LUMO energy comes out at 0.038 Eh. As for the SMILES: NN[C@@]1(F)C=CC=CC1. As for the spin multiplicity: 1.

Each line ends with the Mulliken charge.
Atoms and positions in Å:
N -2.745 0.265 -0.103  -0.555
N -1.666 -0.456 -0.632  -0.331
C -0.537 -0.332 0.306  1.071
F -0.908 -0.706 1.578  -0.363
C 0.831 -1.459 -0.200  -0.712
C 2.083 -1.006 -0.196  -0.166
C 2.392 0.414 -0.005  -0.508
C 1.507 1.375 0.122  -0.277
C -0.056 1.087 0.289  -1.048
H -3.232 -0.216 0.684  0.222
H -3.403 0.201 -0.835  0.238
H -1.904 -1.468 -0.750  0.280
H 0.635 -2.498 -0.407  0.285
H 2.892 -1.703 -0.263  0.366
H 3.381 0.733 -0.299  0.299
H 1.899 2.366 0.137  0.371
H -0.620 1.664 1.053  0.420
H -0.549 1.738 -0.479  0.407


<x>
Entry from the Open Molecules 2025 dataset: an isolated molecule of C6H9FN2 (ωB97M-V with the def2-TZVPD basis set).

The LUMO energy comes out at 0.028 Eh. As for the SMILES: C=N/C(C)=C\C(F)=N\C. As for the spin multiplicity: 1.

Each line ends with the Mulliken charge.
Atoms and positions in Å:
C -0.907 -1.663 1.002  -0.296
N -0.750 -0.491 1.432  -0.393
C -0.960 0.724 0.911  0.723
C -2.044 1.348 1.711  -1.309
C -0.080 1.219 0.014  -0.492
C 0.962 0.370 -0.611  0.594
F 1.537 -0.475 0.328  -0.281
N 1.334 0.377 -1.798  -0.496
C 2.228 -0.699 -2.218  -0.863
H -0.557 -2.593 1.493  0.257
H -1.179 -1.934 0.018  0.294
H -2.914 0.767 1.378  0.321
H -2.290 2.381 1.338  0.312
H -1.807 1.286 2.682  0.395
H 0.009 2.246 -0.450  0.271
H 2.388 -1.468 -1.585  0.349
H 1.908 -1.202 -3.126  0.315
H 3.124 -0.193 -2.518  0.298


Last place for stability: <w>